No. 1
ORCA calculation (ωB97M-V/def2-TZVPD) on C46H73Br3O30 as an isolated structure in a non-equilibrium geometry.

XYZ file:
```
152
Properties=species:S:1:pos:R:3:lowdin_charge:R:1
C -22.11 -16.02 17.36 -0.016
C -20.88 -15.76 18.22 -0.350
C -20.41 -14.35 18.36 -0.090
O -20.25 -14.20 19.75 0.102
C -20.55 -15.31 20.39 -0.551
O -20.26 -15.60 21.54 0.133
O -21.19 -16.12 19.53 0.085
H -22.27 -17.06 17.09 0.081
H -22.14 -15.56 16.37 0.084
H -23.03 -15.66 17.82 0.092
H -20.05 -16.38 17.89 0.152
H -21.18 -13.69 17.97 0.138
H -19.53 -14.32 17.71 0.141
C -13.27 -22.08 21.11 -0.008
C -13.94 -23.50 21.09 -0.289
C -14.83 -23.79 22.25 -0.104
O -15.97 -24.36 21.66 0.104
C -15.99 -24.06 20.38 -0.600
O -16.94 -24.24 19.68 0.138
O -14.83 -23.54 19.96 0.088
H -14.02 -21.31 21.31 0.083
H -12.82 -21.82 20.15 0.077
H -12.47 -22.01 21.85 0.082
H -13.20 -24.30 20.96 0.151
H -14.97 -22.86 22.81 0.135
H -14.42 -24.53 22.94 0.141
C -18.07 -20.18 16.30 -0.019
C -16.63 -20.08 16.78 -0.321
C -15.73 -19.29 15.84 -0.102
O -15.23 -18.31 16.68 0.080
C -15.74 -18.35 17.91 -0.530
O -15.43 -17.59 18.82 0.123
O -16.67 -19.34 17.97 0.089
H -18.06 -21.11 15.73 0.084
H -18.33 -19.32 15.68 0.085
H -18.87 -20.36 17.01 0.086
H -16.28 -21.11 16.90 0.152
H -16.22 -18.80 14.99 0.135
H -14.96 -19.95 15.45 0.137
C -7.36 -15.99 10.87 -0.016
C -8.72 -15.54 11.35 -0.358
C -9.98 -15.99 10.67 -0.074
O -10.76 -16.50 11.75 0.082
C -10.06 -16.54 12.88 -0.549
O -10.49 -16.85 13.98 0.124
O -8.82 -16.11 12.62 0.079
H -6.56 -15.57 11.47 0.091
H -7.39 -15.57 9.86 0.089
H -7.15 -17.05 10.81 0.094
H -8.76 -14.46 11.50 0.159
H -9.62 -16.84 10.08 0.134
H -10.43 -15.23 10.04 0.144
C -16.12 -16.39 9.89 -0.014
C -16.26 -15.26 10.94 -0.342
C -16.89 -14.01 10.38 -0.101
O -17.82 -13.69 11.37 0.102
C -18.03 -14.69 12.19 -0.542
O -18.73 -14.62 13.16 0.151
O -17.23 -15.74 11.78 0.060
H -15.69 -17.31 10.29 0.080
H -15.55 -16.16 9.00 0.080
H -17.09 -16.75 9.53 0.089
H -15.39 -15.02 11.55 0.160
H -17.20 -14.04 9.34 0.140
H -16.12 -13.24 10.43 0.137
C -22.94 -24.34 16.98 -0.023
C -23.96 -25.41 16.64 -0.319
C -25.38 -25.38 17.30 -0.036
O -26.17 -25.40 16.09 0.085
C -25.42 -25.35 15.00 -0.634
O -25.88 -25.31 13.89 0.149
O -24.15 -25.31 15.25 0.110
H -22.67 -24.30 18.03 0.085
H -23.35 -23.37 16.72 0.090
H -22.06 -24.45 16.36 0.088
H -23.49 -26.38 16.84 0.147
H -25.47 -24.43 17.83 0.126
H -25.49 -26.18 18.03 0.131
C -15.95 -17.88 24.94 -0.010
C -14.57 -18.01 25.52 -0.337
C -14.05 -17.06 26.62 -0.142
O -13.60 -17.88 27.59 0.083
C -14.08 -19.15 27.43 -0.498
O -13.97 -20.05 28.22 0.152
O -14.63 -19.21 26.19 0.061
H -16.32 -18.82 24.55 0.091
H -15.83 -17.22 24.08 0.080
H -16.67 -17.45 25.63 0.094
H -13.76 -18.14 24.79 0.155
H -14.74 -16.29 26.97 0.138
H -13.20 -16.57 26.14 0.134
C -10.29 -15.39 20.04 -0.014
C -10.09 -16.83 20.53 -0.291
C -8.65 -17.24 20.60 -0.122
O -8.49 -17.62 21.93 0.078
C -9.58 -17.47 22.69 -0.556
O -9.69 -17.77 23.86 0.143
O -10.51 -16.92 21.91 0.086
H -9.59 -14.71 20.53 0.091
H -11.32 -15.09 20.21 0.079
H -10.18 -15.30 18.96 0.085
H -10.57 -17.57 19.89 0.152
H -7.98 -16.50 20.16 0.136
H -8.53 -18.16 20.02 0.133
C -14.18 -12.90 15.28 0.012
C -13.40 -11.67 14.63 -0.348
C -11.92 -11.76 14.85 -0.087
O -11.39 -11.65 13.51 0.078
C -12.35 -11.75 12.59 -0.536
O -12.23 -11.91 11.42 0.163
O -13.52 -11.88 13.29 0.054
H -15.26 -12.77 15.23 0.079
H -13.86 -13.10 16.30 0.079
H -13.91 -13.78 14.69 0.087
H -13.66 -10.67 14.97 0.152
H -11.66 -12.72 15.28 0.132
H -11.58 -10.95 15.50 0.136
C -19.24 -24.71 11.64 -0.034
C -18.22 -23.98 10.83 -0.464
O -17.82 -22.87 11.23 0.023
C -17.64 -24.67 9.56 -0.011
H -20.20 -24.55 11.16 0.089
H -19.31 -24.33 12.66 0.084
H -19.03 -25.78 11.67 0.080
H -17.71 -25.76 9.60 0.072
H -16.62 -24.28 9.59 0.079
H -18.15 -24.31 8.67 0.081
C -23.20 -21.22 11.42 -0.019
C -22.61 -20.27 12.39 -0.539
O -23.01 -20.11 13.50 0.084
C -21.41 -19.48 11.94 -0.026
H -22.46 -21.90 10.98 0.082
H -23.68 -20.75 10.56 0.090
H -23.92 -21.80 12.01 0.087
H -21.56 -19.20 10.90 0.078
H -20.51 -20.09 11.98 0.083
H -21.17 -18.62 12.56 0.082
C -20.91 -21.29 21.62 -0.017
C -22.27 -20.52 21.55 -0.455
O -22.73 -20.07 22.61 0.034
C -23.06 -20.48 20.28 -0.028
H -20.50 -21.09 22.62 0.074
H -20.20 -20.91 20.89 0.070
H -21.10 -22.36 21.55 0.077
H -23.46 -21.47 20.04 0.082
H -22.34 -20.16 19.53 0.078
H -23.88 -19.77 20.35 0.086
C -14.34 -13.24 22.68 -1.567
Br -12.55 -12.63 23.14 0.542
Br -15.09 -12.26 21.15 0.530
Br -15.58 -13.08 24.20 0.519
H -14.32 -14.31 22.45 -0.028
```

Properties
- ΔE to the lowest compared entry with this formula, charge and spin (kJ/mol) = 198.8
- E_HOMO (eV) = -9.266
- E_LUMO (eV) = -0.205
- strongest force on any atom (hartree/bohr) = 0.0769


No. 2
ORCA calculation (ωB97M-V/def2-TZVPD) on a 14-piece molecular cluster, C46H74Br10O27 overall in a non-equilibrium geometry.

XYZ file:
```
157
Properties=species:S:1:pos:R:3:lowdin_charge:R:1
Br 3.65 -4.04 4.49 0.609
C 2.28 -2.67 4.19 -0.690
C 1.05 -3.16 3.47 -0.671
Br 1.33 -3.60 1.58 0.760
H 2.74 -1.90 3.57 0.032
H 2.02 -2.24 5.15 0.024
H 0.26 -2.42 3.49 -0.004
H 0.66 -4.05 3.97 0.061
Br 0.89 3.41 5.41 0.704
C 0.08 1.82 6.17 -0.676
C 0.35 0.67 5.24 -0.658
Br -0.51 -0.99 5.86 0.717
H -0.98 1.94 6.38 0.053
H 0.52 1.63 7.14 0.061
H 1.41 0.43 5.29 0.003
H -0.03 0.79 4.24 0.020
Br -3.36 -0.54 3.46 0.838
C -4.05 -2.26 4.05 -0.632
C -2.98 -3.30 4.38 -0.690
Br -3.81 -5.04 4.75 0.657
H -4.71 -2.61 3.27 0.043
H -4.63 -2.07 4.95 0.058
H -2.28 -3.01 5.16 -0.005
H -2.31 -3.42 3.53 0.041
Br 4.84 -4.08 -0.38 0.582
C 3.72 -3.87 -2.05 -0.640
C 3.20 -2.49 -2.19 -0.645
Br 2.06 -2.45 -3.81 0.702
H 2.93 -4.61 -1.94 0.032
H 4.31 -4.22 -2.89 0.060
H 3.94 -1.71 -2.31 0.023
H 2.59 -2.26 -1.32 0.045
Br 5.97 -1.48 2.60 0.641
C 5.14 0.08 3.42 -0.708
C 5.29 0.04 4.95 -0.643
Br 4.12 1.43 5.66 0.666
H 4.09 0.12 3.11 -0.002
H 5.56 0.98 2.97 0.055
H 6.33 0.23 5.21 0.058
H 5.01 -0.93 5.35 0.039
C 3.87 0.94 -4.55 -0.008
C 3.23 2.31 -4.54 -0.263
C 1.99 2.47 -5.46 -0.072
O 0.98 2.91 -4.59 0.089
C 1.38 2.89 -3.32 -0.529
O 0.64 3.00 -2.38 0.084
O 2.66 2.54 -3.24 0.101
H 4.61 0.78 -3.77 0.066
H 4.39 0.76 -5.50 0.104
H 3.12 0.15 -4.49 0.038
H 3.99 3.05 -4.76 0.153
H 1.74 1.52 -5.94 0.126
H 2.20 3.22 -6.23 0.142
C -3.85 5.30 -1.62 -0.004
C -3.46 3.91 -2.16 -0.296
C -2.18 3.34 -1.62 -0.080
O -2.55 2.00 -1.25 0.041
C -3.89 1.82 -1.37 -0.573
O -4.46 0.78 -1.30 0.141
O -4.46 2.99 -1.69 0.079
H -3.24 6.05 -2.13 0.091
H -3.59 5.34 -0.57 0.081
H -4.89 5.54 -1.83 0.088
H -3.47 3.89 -3.25 0.151
H -1.86 3.86 -0.71 0.120
H -1.39 3.29 -2.37 0.111
C -0.16 -0.10 -1.32 0.005
C 0.01 0.45 0.08 -0.310
C -0.54 -0.42 1.20 -0.099
O 0.50 -0.43 2.18 0.012
C 1.48 0.39 1.76 -0.555
O 2.33 0.84 2.48 0.112
O 1.35 0.64 0.45 0.023
H 0.14 0.57 -2.13 0.068
H -1.15 -0.54 -1.47 0.088
H 0.44 -1.02 -1.40 0.075
H -0.62 1.35 0.13 0.117
H -0.77 -1.42 0.83 0.115
H -1.41 0.03 1.66 0.055
C -5.37 2.56 2.30 -0.012
C -4.07 3.23 2.67 -0.320
C -3.63 2.94 4.14 -0.082
O -2.29 2.50 3.97 0.009
C -1.92 2.43 2.69 -0.578
O -0.82 2.16 2.34 0.151
O -2.99 2.74 1.90 0.081
H -5.52 2.72 1.24 0.084
H -6.17 3.08 2.83 0.097
H -5.29 1.50 2.54 0.051
H -4.20 4.32 2.63 0.151
H -4.26 2.16 4.58 0.109
H -3.62 3.84 4.74 0.136
C -0.42 -7.34 -2.49 -0.020
C -1.16 -6.50 -1.46 -0.250
C -0.17 -5.69 -0.59 -0.149
O -0.11 -4.43 -1.22 0.011
C -1.15 -4.26 -2.03 -0.600
O -1.42 -3.21 -2.56 0.115
O -1.80 -5.41 -2.20 0.081
H 0.40 -6.78 -2.94 0.093
H -1.00 -7.85 -3.25 0.086
H 0.06 -8.16 -1.95 0.091
H -1.92 -6.97 -0.86 0.153
H 0.83 -6.11 -0.53 0.128
H -0.46 -5.58 0.45 0.086
C 0.83 3.90 0.07 -0.027
C 2.04 4.52 0.80 -0.226
C 2.34 3.79 2.14 -0.102
O 3.69 3.39 2.00 0.061
C 4.17 3.75 0.81 -0.602
O 5.32 3.65 0.47 0.150
O 3.19 4.17 0.02 0.090
H 0.87 2.82 -0.04 0.067
H 0.69 4.36 -0.91 0.075
H -0.07 4.07 0.66 0.077
H 1.91 5.60 0.80 0.151
H 1.74 2.90 2.30 0.086
H 2.19 4.42 3.02 0.093
C -6.38 -2.41 -0.54 -0.025
C -4.91 -2.76 -0.58 -0.295
C -4.02 -1.90 0.35 -0.115
O -3.18 -2.88 0.96 0.022
C -3.64 -4.14 0.72 -0.577
O -3.16 -5.13 1.17 0.136
O -4.67 -4.09 -0.10 0.112
H -6.45 -1.42 -0.99 0.088
H -6.89 -2.38 0.43 0.089
H -7.00 -3.11 -1.09 0.089
H -4.59 -2.65 -1.62 0.155
H -4.71 -1.32 0.96 0.098
H -3.42 -1.27 -0.29 0.109
C 3.70 0.80 -0.31 0.020
C 4.91 0.81 -1.21 -0.267
C 6.23 1.02 -0.49 -0.090
O 7.10 0.11 -1.17 0.071
C 6.37 -0.80 -1.87 -0.561
O 6.80 -1.74 -2.45 0.158
O 5.06 -0.53 -1.71 -0.014
H 3.66 0.01 0.45 0.100
H 2.77 0.64 -0.87 0.091
H 3.67 1.72 0.27 0.077
H 4.85 1.53 -2.03 0.135
H 6.16 0.92 0.59 0.107
H 6.65 2.00 -0.74 0.127
C -3.41 0.77 -4.52 0.003
C -1.88 0.89 -4.55 -0.255
C -1.22 -0.45 -4.92 -0.107
O -0.74 -0.29 -6.23 0.084
C -0.83 1.01 -6.57 -0.590
O -0.27 1.45 -7.53 0.148
O -1.61 1.70 -5.72 0.081
H -3.77 0.57 -5.53 0.101
H -3.87 1.70 -4.17 0.072
H -3.81 0.02 -3.83 0.085
H -1.43 1.26 -3.64 0.118
H -1.92 -1.29 -4.93 0.137
H -0.45 -0.73 -4.20 0.082
```

Properties
- E_HOMO (eV) = -9.589
- E_LUMO (eV) = -0.075
- strongest force on any atom (hartree/bohr) = 0.0482


No. 3
ORCA calculation (ωB97M-V/def2-TZVPD) on a 3-piece molecular cluster, C46H83FIN3O6P overall in a non-equilibrium geometry.

XYZ file:
```
141
Properties=species:S:1:pos:R:3:lowdin_charge:R:1
C -3.32 10.06 0.33 -0.120
C -3.94 8.82 -0.30 -0.278
C -3.46 7.53 0.35 -0.243
C -3.88 6.28 -0.42 -0.225
C -3.56 5.00 0.34 -0.213
C -2.05 4.73 0.48 -0.219
C -1.68 3.25 0.34 -0.215
C -1.63 2.78 -1.12 -0.193
C -0.64 1.62 -1.36 -0.200
C 0.30 1.84 -2.55 -0.197
C 1.70 1.23 -2.39 -0.211
C 1.70 -0.20 -1.87 -0.223
C 3.04 -0.63 -1.25 -0.215
C 4.10 -0.90 -2.31 -0.200
C 5.53 -1.06 -1.77 -0.193
C 5.67 -1.92 -0.49 -0.191
C 6.42 -1.22 0.64 -0.204
C 7.95 -1.43 0.62 -0.189
C 8.53 -1.87 1.96 -0.188
C 8.35 -0.86 3.07 -0.162
N 8.96 0.46 2.74 -0.045
C 8.11 1.39 2.28 0.007
C 8.55 2.63 1.94 0.058
C 9.89 2.93 2.08 -0.077
C 10.37 4.32 1.77 -0.497
O 10.26 5.18 2.58 0.232
O 10.98 4.51 0.57 -0.126
P 10.51 3.78 -0.83 0.679
O 11.27 4.22 -2.00 -0.323
C 10.78 1.97 2.55 -0.193
C 12.23 2.31 2.74 -0.073
C 12.46 2.73 4.17 -0.455
O 11.67 3.27 4.87 0.201
F 13.71 2.43 4.59 0.120
C 10.28 0.73 2.87 -0.534
I 11.54 -0.72 3.65 1.240
H -2.26 10.14 0.07 0.070
H -3.40 10.04 1.41 0.070
H -3.79 10.97 -0.05 0.067
H -5.02 8.88 -0.23 0.108
H -3.68 8.78 -1.36 0.108
H -2.37 7.56 0.40 0.111
H -3.81 7.45 1.38 0.117
H -4.97 6.33 -0.57 0.112
H -3.40 6.27 -1.39 0.113
H -4.00 5.07 1.33 0.110
H -4.02 4.14 -0.15 0.104
H -1.68 5.10 1.44 0.106
H -1.50 5.29 -0.28 0.104
H -2.43 2.66 0.88 0.112
H -0.73 3.06 0.83 0.100
H -2.63 2.42 -1.38 0.105
H -1.39 3.62 -1.77 0.100
H -0.05 1.46 -0.46 0.102
H -1.20 0.70 -1.52 0.088
H 0.41 2.92 -2.70 0.101
H -0.16 1.45 -3.46 0.114
H 2.32 1.87 -1.76 0.110
H 2.17 1.23 -3.38 0.104
H 1.43 -0.88 -2.68 0.111
H 0.94 -0.33 -1.10 0.083
H 3.35 0.16 -0.55 0.116
H 2.85 -1.54 -0.69 0.085
H 3.82 -1.78 -2.89 0.117
H 4.12 -0.06 -2.99 0.107
H 5.93 -0.06 -1.59 0.101
H 6.14 -1.50 -2.55 0.106
H 6.22 -2.83 -0.76 0.109
H 4.70 -2.25 -0.14 0.097
H 6.20 -0.15 0.59 0.092
H 6.03 -1.58 1.60 0.110
H 8.46 -0.54 0.24 0.106
H 8.17 -2.22 -0.09 0.116
H 9.57 -2.18 1.85 0.078
H 7.99 -2.77 2.28 0.135
H 8.80 -1.20 4.00 0.085
H 7.31 -0.67 3.28 0.129
H 7.08 1.11 2.19 0.144
H 7.85 3.37 1.58 0.149
H 9.14 4.06 -0.85 0.045
H 10.65 2.42 -0.51 0.037
H 12.50 3.15 2.10 0.141
H 12.90 1.49 2.47 0.095
C -0.68 -4.85 -2.87 -0.024
C -0.59 -4.07 -1.53 -0.477
C -1.05 -4.96 -0.37 -0.132
C -2.56 -5.13 -0.29 -0.165
C -3.28 -3.78 -0.33 -0.123
C -2.89 -2.94 -1.54 -0.486
N -1.40 -2.81 -1.59 -0.087
O -0.96 -1.92 -0.77 -0.037
C -3.45 -3.56 -2.82 -0.023
C -3.49 -1.54 -1.43 -0.033
C 0.87 -3.68 -1.34 -0.050
H -0.91 -4.18 -3.70 0.086
H 0.28 -5.32 -3.09 0.081
H -1.43 -5.64 -2.85 0.072
H -0.70 -4.51 0.57 0.123
H -0.56 -5.93 -0.47 0.125
H -2.92 -5.78 -1.10 0.104
H -2.81 -5.65 0.64 0.115
H -4.36 -3.92 -0.33 0.114
H -3.04 -3.23 0.59 0.130
H -3.10 -3.01 -3.70 0.093
H -4.54 -3.49 -2.80 0.079
H -3.20 -4.61 -2.95 0.060
H -3.22 -1.05 -0.49 0.082
H -4.58 -1.63 -1.46 0.076
H -3.17 -0.91 -2.26 0.089
H 1.19 -2.99 -2.12 0.075
H 1.50 -4.56 -1.37 0.090
H 1.03 -3.19 -0.37 0.077
C -10.20 -4.07 2.16 -0.027
C -8.98 -3.13 2.04 -0.484
C -9.44 -1.68 1.88 -0.133
C -9.97 -1.34 0.49 -0.170
C -8.98 -1.76 -0.59 -0.132
C -8.59 -3.24 -0.49 -0.494
N -8.10 -3.52 0.89 -0.098
O -6.89 -3.13 1.06 -0.030
C -9.78 -4.13 -0.87 -0.031
C -7.47 -3.56 -1.48 -0.045
C -8.18 -3.27 3.33 -0.047
H -9.98 -5.05 1.72 0.085
H -10.45 -4.24 3.20 0.082
H -11.09 -3.68 1.67 0.071
H -8.59 -1.02 2.11 0.124
H -10.20 -1.48 2.64 0.126
H -10.94 -1.80 0.32 0.103
H -10.13 -0.26 0.42 0.114
H -9.39 -1.58 -1.58 0.125
H -8.07 -1.15 -0.51 0.125
H -9.54 -5.18 -0.71 0.093
H -10.01 -3.99 -1.93 0.090
H -10.69 -3.91 -0.32 0.059
H -6.61 -2.91 -1.34 0.054
H -7.85 -3.42 -2.49 0.091
H -7.14 -4.59 -1.37 0.095
H -7.78 -4.28 3.44 0.094
H -8.83 -3.05 4.17 0.087
H -7.34 -2.57 3.36 0.078
```

Properties
- 2S+1 = 3
- E_HOMO (spin up / spin down) (eV) = -9.274 / -10.366
- E_LUMO (spin up / spin down) (eV) = -4.755 / -4.755
- strongest force on any atom (hartree/bohr) = 0.0250
- net charge = +1


Question: The highest strongest force on any atom belongs to which entry?
Answer: C46H73Br3O30